Record 1
Formula: C35H25Cl3I2N6O3SYb
Source: the Open Molecules 2025 dataset
Level of theory: ωB97M-V with the def2-TZVPD basis set

The geometry in ORCA input format:
```
! RIJCOSX wB97M-V def2-TZVPD def2/J DEFGRID3
* xyz 1 2
Yb -0.43660 0.15980 -0.34970
I 3.91210 -1.97490 -5.74280
C 3.26830 -1.16070 -3.90050
C 3.35770 0.20510 -3.68420
C 2.81640 0.70200 -2.52520
I 2.87370 2.76140 -2.06370
C 2.15440 -0.08220 -1.55670
O 1.57560 0.50910 -0.55310
C 2.18560 -1.48470 -1.76300
C 1.66370 -2.47880 -0.74420
N 1.04910 -1.82820 0.41390
C 0.50750 -2.75980 1.40370
C -0.75650 -2.22090 2.03200
C -1.68830 -3.09210 2.58880
C -2.82710 -2.57530 3.18110
C -2.96820 -1.19550 3.23490
C -1.99460 -0.40380 2.65050
N -0.92030 -0.89270 2.02650
C 2.72010 -1.98940 -2.93990
H 3.83540 0.85520 -4.39980
H 2.50800 -3.12780 -0.44170
H 0.90970 -3.11770 -1.22430
H 1.77870 -1.26490 0.85460
H 1.22850 -2.95660 2.21130
H 0.28640 -3.72410 0.93710
H -1.52340 -4.15870 2.54630
H -3.57590 -3.23450 3.59540
H -3.82440 -0.74470 3.71100
H -2.07080 0.67460 2.70150
H 2.70020 -3.05660 -3.10590
Cl -7.99770 -1.07150 0.09280
C -6.35530 -0.54890 0.01170
C -6.07250 0.82370 0.12650
C -4.77990 1.25980 0.05490
Cl -4.42100 2.94160 0.19300
C -3.66640 0.37830 -0.13930
O -2.47650 0.82340 -0.19910
C -4.00010 -1.01360 -0.24170
C -2.97540 -1.97640 -0.42930
O -1.75520 -1.76980 -0.49920
C -5.34020 -1.44930 -0.15700
H -6.87820 1.52690 0.27230
H -3.33570 -3.01920 -0.50800
H -5.55070 -2.50540 -0.22940
N -0.04940 0.02190 -4.88120
C -0.18230 -1.34420 -4.86240
C -0.02670 -2.30780 -5.84920
C -0.23330 -3.61750 -5.46820
C -0.62450 -3.95030 -4.16800
C -0.80160 -2.99250 -3.19240
C -0.54740 -1.66450 -3.53500
N -0.60040 -0.50640 -2.78520
C -0.31130 0.47310 -3.62630
C -0.37600 1.86500 -3.24860
C -0.36190 2.95650 -4.08080
S -0.60870 4.39150 -3.19050
C -0.70550 3.44610 -1.75880
N -0.56940 2.17060 -1.92620
H 0.22950 0.57790 -5.67080
H 0.23610 -2.04880 -6.86360
H -0.09370 -4.40260 -6.19310
H -0.80700 -4.98730 -3.93010
H -1.12500 -3.24780 -2.19720
H -0.24490 2.98690 -5.14580
H -0.86590 3.89920 -0.79860
Cl -2.56220 4.71750 3.12460
C -1.13360 3.98390 2.50760
C 0.12420 4.48170 2.82380
C 1.22360 3.81990 2.30510
C 1.03430 2.69570 1.51380
N -0.17220 2.21820 1.20240
C -1.23290 2.86630 1.68520
H 0.23170 5.35360 3.44910
H 2.21970 4.17080 2.51800
H 1.87890 2.16540 1.09700
H -2.20960 2.51010 1.38690
*
```

As for the max |F|: 0.035 hartree/bohr. Its HOMO-LUMO gap (alpha / beta) is 0.2680 / 0.2676 Eh.

***

Record 2
Formula: C5H11NO
Source: the Open Molecules 2025 dataset
Level of theory: ωB97M-V with the def2-TZVPD basis set

The geometry in ORCA input format:
```
! RIJCOSX wB97M-V def2-TZVPD def2/J DEFGRID3
* xyz 0 1
C -1.83994 -1.51433 0.22544
N -0.56406 -0.91656 0.51688
C -0.04169 -1.14100 1.64368
O 1.08285 -0.55088 2.06045
H -2.56994 -0.71424 0.05298
H -1.78288 -2.10383 -0.69710
H -2.21456 -2.15883 1.03521
H -0.44409 -1.82577 2.39815
H 1.28253 0.14547 1.39879
C 1.66277 1.56228 0.00436
C 1.14000 0.71616 -0.88378
C -0.03306 1.01718 -1.76104
H 2.60616 1.34878 0.50172
H 1.17432 2.50345 0.24609
H 1.61746 -0.25003 -1.04879
H -0.61676 1.86180 -1.38219
H 0.35442 1.28589 -2.75071
H -0.69478 0.15492 -1.88204
*
```

As for the max |F|: 0.011 hartree/bohr. Its HOMO-LUMO gap is 0.3783 Eh. Its SMILES is C/N=C/O.C=CC.